DFT (ωB97M-V/def2-TZVPD) results for a cluster of 7 separate species, C57H41Br3FIN2O16S in total in a non-equilibrium geometry.

Geometry as ORCA input:
```
! RIJCOSX wB97M-V def2-TZVPD def2/J DEFGRID3
* xyz 0 1
C -0.331 1.911 -5.950
C -1.711 1.078 -5.649
O -2.733 2.048 -5.133
C -2.945 1.557 -3.730
C -1.679 1.905 -2.693
C -1.840 1.347 -1.160
C -3.211 0.504 -0.703
C -4.459 0.193 -1.725
C -5.733 -0.643 -1.119
C -5.445 -2.270 -0.934
O -4.190 -2.720 -1.019
I -7.168 -3.618 -0.505
C -4.310 0.748 -3.272
O -5.449 0.469 -4.200
N -5.459 -0.874 -4.477
O -4.650 -1.089 -5.397
S -3.173 -0.105 1.108
C -1.355 -0.668 1.289
C -0.931 -2.045 2.093
C -2.141 -2.928 2.768
C -1.633 -4.238 3.628
F -1.841 -5.456 2.759
C 0.671 -2.419 2.115
C 1.827 -1.478 1.356
C 3.419 -1.902 1.353
Br 4.344 -2.294 -0.423
C 4.284 -2.048 2.561
C 3.693 -1.804 4.070
Br 6.258 -2.545 2.459
C 1.359 -0.073 0.580
Br 2.813 1.070 -0.280
C -0.259 0.343 0.531
N -0.713 1.620 -0.189
H -0.003 2.650 -5.101
H 0.590 1.226 -6.230
H -0.547 2.593 -6.907
H -1.566 0.168 -4.892
H -2.056 0.572 -6.669
H -0.737 2.514 -3.049
H -6.670 -0.437 -1.803
H -5.898 -0.236 -0.009
H -2.774 -3.366 1.858
H -2.832 -2.191 3.397
H -2.376 -4.378 4.543
H -0.518 -4.181 3.989
H 1.023 -3.393 2.660
H 4.339 -2.486 4.798
H 3.870 -0.688 4.374
H 2.536 -1.999 4.153
H 0.085 2.093 -0.667
O 2.993 -0.542 -5.321
C 3.576 -1.614 -5.404
C 4.343 -1.979 -6.611
C 4.979 -3.151 -6.702
C 4.943 -4.131 -5.598
O 5.526 -5.203 -5.681
C 4.176 -3.766 -4.390
C 3.540 -2.594 -4.300
H 4.361 -1.249 -7.412
H 5.545 -3.434 -7.581
H 4.158 -4.496 -3.590
H 2.974 -2.311 -3.421
O -12.252 -2.581 -4.737
C -11.586 -1.969 -3.913
C -10.302 -1.341 -4.278
C -9.574 -0.674 -3.377
C -10.025 -0.537 -1.977
O -9.360 0.075 -1.153
C -11.310 -1.165 -1.612
C -12.037 -1.832 -2.514
H -9.985 -1.450 -5.309
H -8.630 -0.208 -3.628
H -11.626 -1.056 -0.582
H -12.982 -2.298 -2.263
O 7.656 5.032 2.087
C 6.781 4.262 2.460
C 6.899 2.806 2.249
C 5.942 1.966 2.654
C 4.725 2.459 3.331
O 3.850 1.689 3.704
C 4.607 3.915 3.542
C 5.565 4.754 3.137
H 7.798 2.460 1.752
H 6.012 0.896 2.507
H 3.709 4.260 4.039
H 5.494 5.825 3.284
O 6.786 2.275 5.689
C 6.428 2.218 6.858
C 4.999 2.129 7.218
C 4.608 2.068 8.495
C 5.588 2.086 9.599
O 5.230 2.028 10.767
C 7.017 2.175 9.239
C 7.407 2.235 7.962
H 4.292 2.116 6.397
H 3.564 2.004 8.777
H 7.723 2.187 10.060
H 8.451 2.300 7.680
O -7.801 -4.070 -6.469
C -6.811 -4.433 -7.090
C -6.920 -5.372 -8.224
C -5.838 -5.770 -8.901
C -4.489 -5.288 -8.544
O -3.500 -5.652 -9.165
C -4.381 -4.350 -7.410
C -5.462 -3.952 -6.733
H -7.917 -5.715 -8.474
H -5.901 -6.458 -9.735
H -3.384 -4.006 -7.160
H -5.400 -3.263 -5.899
O 6.899 5.833 9.215
C 6.158 6.203 8.315
C 6.665 6.429 6.947
C 5.855 6.835 5.965
C 4.418 7.074 6.204
O 3.677 7.443 5.304
C 3.910 6.847 7.572
C 4.720 6.441 8.554
H 7.722 6.249 6.787
H 6.212 7.006 4.956
H 2.854 7.027 7.731
H 4.364 6.270 9.562
*
```

Output
**E_LUMO**: -0.072 Eh
**Highest occupied orbital energy**: -8.26 eV
**Gap between HOMO and LUMO**: 6.299 eV
**SMILES string**: CCOc1cc2c(c(CC(=O)I)c1ON=O)Sc1c(CCF)cc(/C(Br)=C(\C)Br)c(Br)c1N2.O=C1C=CC(=O)C=C1.O=C1C=CC(=O)C=C1.O=C1C=CC(=O)C=C1.O=C1C=CC(=O)C=C1.O=C1C=CC(=O)C=C1.O=C1C=CC(=O)C=C1
**Max |F|**: 0.175 Eh/bohr
**Energy**: -12026.65501 Ha

Atom charges from the Mulliken analysis, given in e for atoms 1 to 99:
1. C -0.8003
2. C -0.3182
3. O -0.3909
4. C 0.3542
5. C -0.3108
6. C 0.2200
7. C -0.3781
8. C 0.7198
9. C -0.3819
10. C 0.4073
11. O -0.4892
12. I 0.0212
13. C 0.0563
14. O -0.3430
15. N 0.2581
16. O -0.3249
17. S -0.2381
18. C -0.1600
19. C 0.7990
20. C -0.3392
21. C -0.1278
22. F -0.3313
23. C -0.6150
24. C 0.3971
25. C -0.1648
26. Br -0.0833
27. C 0.0746
28. C -0.5163
29. Br -0.1448
30. C -0.4429
31. Br -0.1665
32. C 0.1347
33. N -0.2269
34. H 0.2002
35. H 0.2367
36. H 0.2738
37. H 0.3487
38. H 0.2972
39. H 0.0141
40. H -0.0936
41. H 0.4631
42. H 0.1961
43. H 0.3421
44. H 0.2366
45. H 0.1893
46. H 0.2312
47. H 0.3229
48. H 0.0408
49. H 0.1838
50. H 0.3470
51. O -0.5522
52. C 0.2789
53. C -0.3257
54. C -0.3438
55. C 0.3726
56. O -0.5555
57. C -0.3390
58. C -0.3912
59. H 0.4105
60. H 0.4035
61. H 0.4501
62. H 0.5727
63. O -0.5572
64. C 0.3753
65. C -0.3772
66. C -0.1768
67. C 0.3807
68. O -0.5618
69. C -0.3804
70. C -0.3817
71. H 0.4152
72. H 0.4466
73. H 0.4206
74. H 0.4105
75. O -0.5945
76. C 0.2728
77. C -0.5123
78. C -0.2595
79. C 0.3966
80. O -0.6318
81. C -0.3639
82. C -0.4462
83. H 0.4551
84. H 0.4693
85. H 0.5286
86. H 0.6719
87. O -0.4980
88. C 0.3980
89. C -0.1283
90. C -0.4973
91. C 0.3138
92. O -0.5776
93. C -0.3788
94. C -0.3877
95. H 0.4571
96. H 0.4535
97. H 0.4091
98. H 0.4410
99. O -0.5363

DFT (ωB97M-V/def2-TZVPD) results for a structure of composition C57H44BGaIO22 in a non-equilibrium geometry.

Geometry as ORCA input:
```
! RIJCOSX wB97M-V def2-TZVPD def2/J DEFGRID3
* xyz -1 1
C -7.524 -1.898 -1.412
Ga -8.533 -3.650 -1.469
C -7.342 -5.335 -1.384
C -5.856 -5.166 -1.558
O -5.128 -5.714 -0.863
I -4.929 -3.974 -3.123
O -9.633 -3.631 -3.052
B -10.444 -4.693 -2.946
O -11.690 -4.647 -2.315
O -10.053 -5.925 -3.456
H -7.925 -1.334 -0.560
H -6.457 -1.981 -1.243
H -7.778 -1.321 -2.302
H -9.571 -3.755 -0.223
H -7.652 -6.061 -2.139
H -7.482 -5.785 -0.410
H -11.574 -4.658 -1.363
H -9.245 -5.748 -3.945
C -9.533 -7.972 1.724
C -9.928 -8.988 2.487
C -10.631 -10.158 1.907
O -10.993 -11.084 2.604
C -10.876 -10.154 0.445
C -10.482 -9.139 -0.320
C -9.778 -7.968 0.260
O -9.419 -7.049 -0.434
H -9.019 -7.109 2.128
H -9.757 -9.010 3.556
H -11.391 -11.017 0.042
H -10.653 -9.116 -1.389
C -3.634 0.884 -1.092
C -2.497 1.253 -0.510
C -1.287 0.402 -0.586
O -0.248 0.742 -0.049
C -1.388 -0.871 -1.337
C -2.526 -1.242 -1.917
C -3.736 -0.395 -1.844
O -4.774 -0.725 -2.372
H -4.532 1.488 -1.048
H -2.403 2.180 0.042
H -0.494 -1.479 -1.383
H -2.616 -2.171 -2.465
C 2.756 2.021 0.216
C 2.595 1.593 -1.031
C 3.709 1.642 -2.009
O 3.557 1.249 -3.150
C 5.008 2.183 -1.546
C 5.171 2.613 -0.298
C 4.054 2.564 0.680
O 4.203 2.955 1.822
H 1.953 1.993 0.943
H 1.654 1.191 -1.386
H 5.808 2.209 -2.275
H 6.111 3.013 0.059
C -5.770 -2.301 -7.403
C -6.149 -3.275 -6.578
C -6.920 -4.443 -7.073
O -7.269 -5.331 -6.331
C -7.248 -4.481 -8.521
C -6.868 -3.507 -9.342
C -6.098 -2.340 -8.846
O -5.750 -1.453 -9.598
H -5.208 -1.441 -7.061
H -5.917 -3.261 -5.518
H -7.810 -5.341 -8.864
H -7.099 -3.517 -10.400
C -1.566 1.827 -4.495
C -1.630 2.877 -5.308
C -0.422 3.680 -5.622
O -0.480 4.639 -6.361
C 0.857 3.265 -4.998
C 0.924 2.213 -4.185
C -0.285 1.414 -3.872
O -0.230 0.456 -3.128
H -2.437 1.229 -4.252
H -2.554 3.194 -5.773
H 1.727 3.863 -5.241
H 1.855 1.892 -3.716
C 6.617 5.291 3.824
C 6.453 4.861 2.575
C 7.568 4.910 1.598
O 7.422 4.519 0.456
C 8.868 5.452 2.062
C 9.028 5.881 3.309
C 7.916 5.832 4.287
O 8.067 6.224 5.427
H 5.817 5.264 4.553
H 5.512 4.460 2.219
H 9.670 5.479 1.335
H 9.967 6.278 3.662
C -1.679 -6.293 0.127
C -1.744 -5.230 -0.671
C -0.547 -4.399 -0.943
O -0.600 -3.425 -1.666
C 0.727 -4.799 -0.294
C 0.792 -5.862 0.502
C -0.408 -6.693 0.775
O -0.345 -7.662 1.501
H -2.545 -6.908 0.336
H -2.665 -4.930 -1.148
H 1.591 -4.180 -0.505
H 1.711 -6.169 0.985
C 7.735 4.684 10.994
C 6.776 5.542 11.329
C 6.361 6.631 10.411
O 5.489 7.413 10.718
C 7.057 6.726 9.105
C 8.016 5.868 8.768
C 8.430 4.780 9.686
O 9.303 3.996 9.382
H 8.051 3.884 11.650
H 6.256 5.488 12.278
H 6.741 7.525 8.447
H 8.533 5.924 7.819
C 14.551 8.918 2.587
C 13.820 7.882 2.186
C 12.650 7.418 2.969
O 11.985 6.471 2.603
C 12.325 8.153 4.216
C 13.055 9.189 4.617
C 14.226 9.654 3.834
O 14.891 10.597 4.197
H 15.409 9.271 2.030
H 14.042 7.333 1.279
H 11.466 7.801 4.775
H 12.834 9.737 5.524
*
```

Output
**E_LUMO**: -0.044 Eh
**Highest occupied orbital energy**: -5.68 eV
**Gap between HOMO and LUMO**: 4.479 eV
**Max |F|**: 0.099 Eh/bohr
**Energy**: -6100.96668 Ha

Atom charges from the Mulliken analysis, given in e for atoms 1 to 99:
1. C -0.7918
2. Ga 0.3077
3. C -0.3954
4. C 0.1155
5. O -0.4495
6. I 0.1554
7. O -0.2912
8. B 0.3641
9. O -0.6589
10. O -0.4580
11. H 0.3546
12. H 0.0443
13. H 0.2533
14. H -0.3873
15. H 0.2872
16. H 0.2586
17. H 0.2629
18. H 0.2651
19. C -0.2664
20. C -0.3914
21. C 0.3822
22. O -0.5838
23. C -0.3849
24. C -0.3055
25. C -0.0061
26. O -0.1344
27. H 0.4552
28. H 0.3954
29. H 0.3901
30. H 0.4781
31. C -0.5369
32. C -0.4680
33. C 0.3901
34. O -0.6229
35. C -0.2810
36. C -0.0776
37. C 0.3024
38. O -0.4921
39. H 0.4718
40. H 0.4597
41. H 0.6436
42. H 0.1850
43. C -0.4444
44. C -0.1379
45. C 0.5160
46. O -0.6604
47. C -0.7142
48. C -0.1943
49. C 0.6535
50. O -0.6007
51. H 0.5073
52. H 0.3592
53. H 0.4462
54. H 0.2817
55. C -0.5623
56. C 0.0124
57. C 0.2980
58. O -0.5235
59. C -0.3362
60. C -0.4010
61. C 0.3942
62. O -0.5749
63. H 0.4827
64. H 0.2173
65. H 0.4153
66. H 0.3909
67. C -0.3400
68. C -0.4727
69. C 0.2541
70. O -0.5696
71. C -0.4743
72. C -0.2282
73. C 0.1543
74. O -0.3666
75. H 0.5422
76. H 0.4480
77. H 0.4694
78. H 0.5644
79. C -0.4960
80. C -0.1985
81. C 0.6341
82. O -0.5816
83. C -0.5015
84. C -0.1641
85. C 0.3342
86. O -0.5177
87. H 0.4704
88. H 0.3056
89. H 0.4528
90. H 0.2399
91. C -0.2701
92. C -0.0861
93. C 0.3631
94. O -0.4596
95. C -0.4258
96. C -0.4530
97. C 0.2206
98. O -0.5591
99. H 0.5025

Q: The highest highest occupied orbital energy belongs to which entry?
A: C57H44BGaIO22

Q: Which formula does entry 1 have?
A: C57H41Br3FIN2O16S

Q: Look up the energy of the second one.
A: -6100.96668 Ha